[1]
A 3-piece molecular cluster, C18H19F2N2O7S overall in a non-equilibrium geometry, computed with ωB97M-V/def2-TZVPD.

Each line ends with the Löwdin charge.
Geometry (Å):
C (2.1173, -0.7576, -2.1252)  -0.2109
C (1.2280, -1.4628, -3.3351)  -0.3325
C (1.2931, -3.0860, -2.9705)  -0.3001
C (0.8632, -4.0601, -4.2171)  -0.4940
S (-0.2584, -5.4895, -3.7619)  0.7891
C (-1.6779, -4.9621, -2.6586)  -0.4679
N (-3.1572, -4.7583, -2.9198)  -0.0005
N (-3.6695, -4.3633, -1.6625)  -0.0660
C (-2.6390, -4.2725, -0.5556)  -0.0364
O (-1.4013, -4.6931, -1.2390)  -0.1599
C (-0.3702, -1.0624, -3.2181)  -0.1416
C (-0.9778, -0.2866, -1.8682)  -0.0316
C (-2.5734, 0.0988, -1.7589)  -0.1195
C (-3.6510, -0.2835, -2.9446)  -0.1511
C (-3.0973, -1.0486, -4.2929)  -0.1165
C (-1.4788, -1.4046, -4.4198)  -0.0672
H (2.0079, 0.4078, -2.0753)  0.0653
H (3.2474, -1.1253, -2.1824)  0.0630
H (1.6877, -1.2013, -1.1087)  0.0456
H (2.4079, -3.3082, -2.6382)  0.0978
H (0.6248, -3.2471, -2.0236)  0.0835
H (0.3398, -3.4869, -5.1122)  0.0587
H (1.8812, -4.4851, -4.6724)  0.0928
H (-2.7541, -3.9544, 0.5787)  0.1359
H (-0.2925, 0.0075, -0.9374)  0.0443
H (-3.0000, 0.6315, -0.7955)  0.0504
H (-4.7949, 0.0007, -2.7911)  0.0536
H (-3.8389, -1.3408, -5.1817)  0.0658
H (-1.1675, -1.9456, -5.4367)  0.0651
C (0.1154, 1.4077, 3.6266)  -0.0854
C (-1.0107, 1.8282, 2.7453)  -0.3284
O (-0.4878, 1.6725, 1.4456)  0.1455
C (0.4254, 0.6665, 1.5490)  -0.4722
O (0.8866, 0.0602, 0.5963)  0.1068
O (0.7563, 0.4140, 2.8522)  0.0855
F (-1.3071, 3.1340, 2.9314)  0.0744
H (0.8207, 2.2205, 3.8297)  0.1012
H (-0.2323, 0.9988, 4.5791)  0.1472
H (-1.9159, 1.2212, 2.8531)  0.1754
C (3.1849, 5.7784, 5.4053)  -0.0763
C (1.7246, 5.6563, 5.1327)  -0.3278
O (1.6228, 4.4450, 4.4190)  0.1348
C (2.6595, 3.6820, 4.8658)  -0.4864
O (2.7481, 2.4780, 4.6915)  0.1508
O (3.5854, 4.4296, 5.5405)  0.0801
F (1.2977, 6.6591, 4.3328)  0.0851
H (3.7335, 6.2386, 4.5766)  0.1511
H (3.3917, 6.3423, 6.3189)  0.1448
H (1.1026, 5.6066, 6.0328)  0.1785

Properties
- gap between HOMO and LUMO (eV) = 3.65
- relative energy (zero: lowest compared OMol25 entry of this formula, charge and spin) (kJ/mol) = 1299.7
- net charge = -1


[2]
A 2-piece molecular cluster, C2H3NS overall in a non-equilibrium geometry, computed with ωB97M-V/def2-TZVPD.

Each line ends with the Löwdin charge.
Geometry (Å):
C (-0.6213, -2.5415, -0.8246)  0.0102
C (-0.0649, -1.6105, -0.2766)  0.0028
H (-1.1368, -3.3827, -1.0891)  -0.0149
H (0.4937, -0.7218, -0.1293)  -0.0005
N (1.1566, 3.9591, 1.9661)  -0.4803
S (1.0266, 2.3397, 1.9331)  0.5281
H (1.5517, 4.4329, 1.1590)  -0.0454

Properties
- gap between HOMO and LUMO (alpha / beta) (eV) = 7.44 / 7.44
- relative energy (zero: lowest compared OMol25 entry of this formula, charge and spin) (kJ/mol) = 399.3
- SMILES = C#C.N=S


[3]
An isolated ion of composition C5H7N2 and charge +1 in a non-equilibrium geometry, computed with ωB97M-V/def2-TZVPD.

Each line ends with the Löwdin charge.
Geometry (Å):
C (-1.3933, -1.0591, 1.0466)  0.0200
C (-0.7640, -2.1610, 0.3611)  -0.1704
C (-0.8468, 0.2176, 0.7746)  -0.0853
C (1.2061, 2.2680, -1.2581)  0.1775
C (1.1058, 1.3691, -0.2067)  -0.1337
N (0.2917, -1.9426, -0.3200)  0.1954
N (0.1254, 0.5427, 0.0346)  0.1425
H (-2.2539, -1.0770, 1.6646)  0.1052
H (-1.2558, -3.1166, 0.6824)  0.1512
H (-1.3644, 0.9029, 1.3087)  0.1185
H (1.9828, 2.9692, -1.1315)  0.0713
H (0.4137, 2.3779, -2.0111)  0.1030
H (2.0728, 1.0048, 0.2758)  0.1708
H (0.6800, -2.2957, -1.2209)  0.1338

Properties
- gap between HOMO and LUMO (alpha / beta) (eV) = 7.11 / 6.72
- relative energy (zero: lowest compared OMol25 entry of this formula, charge and spin) (kJ/mol) = 613.4
- net charge = +1


[4]
A 8-piece molecular cluster, C30H48O24 overall in a non-equilibrium geometry, computed with ωB97M-V/def2-TZVPD.

Each line ends with the Löwdin charge.
Geometry (Å):
C (2.5462, 4.0806, 1.1771)  -0.0098
C (3.1734, 4.4660, -0.1548)  -0.3150
C (4.1230, 3.3616, -0.6100)  -0.1133
O (3.7576, 3.0869, -1.9023)  0.0947
C (2.6147, 3.6473, -2.1564)  -0.5947
O (2.0294, 3.5487, -3.2071)  0.1487
O (2.1909, 4.4090, -1.1434)  0.1020
H (1.7732, 4.8447, 1.2973)  0.0790
H (3.2276, 4.1036, 2.0140)  0.0983
H (2.0665, 3.0443, 1.0145)  0.1044
H (3.6552, 5.4863, -0.1808)  0.1751
H (4.0388, 2.4564, -0.0913)  0.0996
H (5.1532, 3.7201, -0.5409)  0.1464
C (2.8244, 0.5988, -4.1693)  -0.0021
C (3.3418, -0.2451, -3.0070)  -0.2370
C (2.7591, 0.0511, -1.6243)  -0.0480
O (2.3354, -1.2479, -1.2395)  0.1037
C (2.4386, -2.1581, -2.0820)  -0.6659
O (2.0999, -3.3440, -1.8900)  0.0991
O (2.8511, -1.6108, -3.1533)  0.1104
H (1.7726, 0.8412, -4.1242)  0.0711
H (2.9675, 0.0522, -5.1212)  0.0976
H (3.4057, 1.5222, -4.2140)  0.0800
H (4.4285, -0.1393, -2.8799)  0.1584
H (1.8733, 0.7546, -1.6554)  0.1436
H (3.6068, 0.3167, -0.9986)  0.1260
C (-3.7527, -2.3100, 1.3325)  0.0006
C (-4.2783, -1.1481, 0.5080)  -0.2671
C (-5.8600, -0.9347, 0.3351)  -0.0140
O (-6.0800, 0.3387, 0.9884)  0.0852
C (-4.9185, 0.8707, 1.3323)  -0.5459
O (-4.7345, 2.0009, 1.8398)  0.0928
O (-3.9121, 0.0288, 1.1533)  0.0383
H (-2.6946, -2.2474, 1.4232)  0.0442
H (-3.8584, -3.2277, 0.8299)  0.0764
H (-4.1068, -2.4295, 2.3114)  0.0844
H (-3.7646, -1.1295, -0.4706)  0.1479
H (-6.5221, -1.7231, 0.6630)  0.1275
H (-6.1062, -0.7731, -0.7106)  0.1246
C (0.0599, -2.6941, -5.2244)  0.0011
C (0.0435, -4.1953, -5.4007)  -0.3246
C (1.1606, -4.9363, -4.7221)  -0.0863
O (0.5684, -5.7587, -3.7638)  0.1306
C (-0.6896, -5.6171, -3.8128)  -0.6590
O (-1.5503, -6.1893, -3.1872)  0.1246
O (-1.0409, -4.7156, -4.7049)  0.1051
H (0.9860, -2.3496, -5.5943)  0.0729
H (-0.0495, -2.4474, -4.1874)  0.0728
H (-0.6851, -2.1786, -5.8409)  0.0968
H (0.0130, -4.5261, -6.4128)  0.1430
H (1.9576, -4.3112, -4.2728)  0.1346
H (1.5178, -5.7008, -5.4804)  0.1562
C (-1.7628, 2.2573, -0.3334)  0.0085
C (-0.7026, 1.4035, -1.0076)  -0.2973
C (-0.8005, -0.0854, -0.7428)  -0.1112
O (-0.9160, -0.6088, -2.0207)  0.0636
C (-0.8666, 0.3576, -2.9889)  -0.5459
O (-0.9139, 0.1617, -4.1837)  0.1422
O (-0.7973, 1.5132, -2.3986)  0.1250
H (-2.7490, 2.0366, -0.7870)  0.1101
H (-1.6611, 3.3452, -0.4358)  0.0993
H (-1.7717, 2.1446, 0.7265)  0.0424
H (0.2222, 1.8259, -0.7707)  0.1143
H (-1.5739, -0.3283, -0.0650)  0.0944
H (0.0883, -0.4944, -0.2763)  0.1202
C (-1.4529, 0.1578, 2.9363)  0.0083
C (-0.0997, 0.5578, 3.4447)  -0.2858
C (0.6419, -0.6041, 4.0007)  -0.0936
O (1.9011, -0.3978, 3.4465)  0.1314
C (1.8714, 0.4194, 2.4435)  -0.6265
O (2.8865, 0.6067, 1.7824)  0.1157
O (0.7214, 0.9449, 2.3484)  0.1209
H (-1.9919, 0.9469, 2.5293)  0.0502
H (-1.8709, -0.3565, 3.8068)  0.1213
H (-1.3397, -0.5834, 2.2324)  0.0362
H (-0.1859, 1.3811, 4.1693)  0.1625
H (0.1596, -1.5388, 3.7154)  0.1224
H (0.5965, -0.5481, 5.0370)  0.1240
C (-0.4408, 3.9533, 2.3666)  -0.1268
O (0.3807, 3.9416, 3.4456)  -0.0444
C (0.0781, 4.8201, 4.4779)  -0.3402
O (-1.1424, 5.6209, 4.5336)  -0.0884
O (0.9802, 4.8291, 5.4194)  -0.0031
C (0.8237, 5.6278, 6.5894)  -0.0290
H (-1.3729, 3.5535, 2.7777)  0.1111
H (-0.0532, 3.2617, 1.5678)  0.0825
H (-0.5924, 4.9321, 1.9868)  0.0976
H (1.5308, 5.3656, 7.3576)  0.0836
H (-0.1698, 5.4077, 7.0937)  0.1203
H (0.9018, 6.6783, 6.2383)  0.1134
C (0.3527, -4.8378, 2.9760)  -0.0448
O (-0.6150, -5.0246, 1.9524)  0.0167
C (-0.8141, -4.0668, 1.0533)  -0.4636
O (-0.2731, -2.7716, 1.1660)  -0.0650
O (-1.4934, -4.4976, 0.0618)  0.0595
C (-1.5930, -3.7125, -1.1643)  0.0246
H (1.4066, -4.9292, 2.5737)  0.1229
H (0.2685, -5.5945, 3.7759)  0.0985
H (0.3100, -3.8688, 3.4673)  0.0665
H (-1.9342, -2.7078, -0.9458)  0.0685
H (-2.1910, -4.2561, -1.9089)  0.1018
H (-0.7366, -3.5818, -1.7592)  0.0703

Properties
- gap between HOMO and LUMO (eV) = 10.72
- relative energy (zero: lowest compared OMol25 entry of this formula, charge and spin) (kJ/mol) = 484.8
- SMILES = C[C@H]1COC(=O)O1.C[C@H]1COC(=O)O1.C[C@H]1COC(=O)O1.C[C@H]1COC(=O)O1.C[C@H]1COC(=O)O1.C[C@H]1COC(=O)O1.COC(=O)OC.COC(=O)OC